Here is a cluster of 8 separate species, C48H113O25P in total at a distorted geometry from OMol25. Energies are from ωB97M-V with the def2-TZVPD basis set.

Positions of all 187 atoms, in Å:
H: 0.365078 -7.661937 -2.516123
O: 1.192793 3.672158 -4.194876
H: -0.106435 2.364369 -3.509419
C: 2.838591 2.625160 -8.441716
H: 0.273516 -2.051415 1.092006
H: 2.258598 0.935761 -2.157093
O: 4.564438 -0.191425 -2.669327
H: 2.858487 -4.648797 5.718743
C: -3.333262 -2.181611 2.279299
H: -3.810780 -6.964226 0.877986
C: -8.535126 1.883888 1.287004
H: -0.268450 6.520776 1.110974
O: 2.995580 0.679260 -0.249194
H: 3.897949 2.413596 -8.296425
O: 1.966206 -4.085893 -2.529246
H: 0.313772 -5.336348 0.228891
H: 3.426381 1.100244 -6.218971
C: 3.908112 -4.370199 5.625004
H: -1.999860 -6.479701 6.572117
C: 1.543541 4.870558 -4.706411
C: 6.940573 -0.841013 -1.893669
C: 0.163608 -1.259177 1.832529
P: -2.622245 -0.640231 0.225110
H: 2.698817 2.784519 -9.510902
H: 2.384644 -5.057718 -0.838425
H: -10.858962 5.392486 0.987187
C: 2.932131 4.850163 -5.470064
H: 0.779726 5.190403 -5.415192
O: -2.501891 -2.113938 1.040194
H: 1.745988 1.762403 -5.803085
H: 5.466316 7.993895 -0.200544
H: 4.318084 -4.019089 6.571967
C: -2.119322 0.148966 -2.277465
H: 3.635297 -1.981110 6.040225
C: 2.452069 2.188758 5.205916
C: 3.441725 -2.168475 4.984043
H: -9.555172 3.088579 2.597663
H: -7.493961 4.423631 -1.441284
C: 5.938343 -0.498428 -3.049172
H: -0.696062 3.040230 -5.029282
H: 5.866464 -1.288131 -3.797037
H: -0.868107 3.960173 -3.557368
H: -9.120116 1.005348 1.559137
H: 0.431283 0.803309 1.571533
C: -2.214004 -6.164322 5.550955
C: 4.172054 5.457718 -1.714706
O: 6.828149 -2.238558 -1.539015
C: -9.368384 3.103155 1.523887
H: -3.789077 -9.661780 2.455981
H: 2.567472 -5.181085 -6.379251
C: 0.193853 -4.905439 -0.765114
H: 4.288579 -5.279074 5.158857
O: -1.454393 0.368150 0.862107
H: -4.908708 -3.384261 1.295491
H: 3.738636 -4.093280 -5.491639
C: -2.895854 -7.553352 0.815215
H: -6.034700 2.051172 1.282568
O: -0.149006 -5.908098 -1.707612
C: -3.082229 -0.277381 -3.344574
C: -4.335785 -3.321802 2.220674
C: -7.451149 5.491226 -1.225648
H: -0.896837 2.805422 5.362137
O: 1.033477 1.860281 5.247367
H: -4.967999 -3.116076 3.084427
C: -3.534692 -8.658515 2.797819
H: -6.717175 5.941585 -1.893908
C: 1.798980 6.126214 1.698929
H: 5.170023 1.200368 -1.277449
C: 3.842548 1.110713 0.779309
H: -3.981902 -0.541666 -2.788848
O: 2.073101 1.507491 -7.860710
H: 1.062715 -1.089899 2.425010
H: 3.287951 1.149569 1.716866
H: 3.320695 5.773619 -5.899433
H: -2.803266 -1.184801 -3.880179
H: 2.355013 -2.229697 4.925629
O: 3.031852 6.136439 1.032067
H: 4.557684 4.674364 -1.062217
C: 1.635662 -4.330088 -1.150968
H: 6.438018 0.222291 -3.696473
H: 7.963949 -0.547542 -2.127525
H: -7.025071 5.562977 -0.224943
H: 2.948737 7.956591 -0.091482
C: 2.440437 3.877164 -7.644686
H: 1.761361 6.862991 2.501326
H: -2.717574 -2.346611 3.163498
H: -4.098140 -4.327930 2.566127
C: 0.168296 3.020785 5.447077
H: 4.387949 1.119643 5.506097
O: -2.007145 -0.845914 -1.241936
H: -10.189611 7.187261 -0.280430
H: 3.086137 5.480386 -1.623160
O: 4.190672 -3.402281 4.659093
H: -3.120182 0.410106 -4.189569
H: 2.905127 -2.307361 -4.293553
H: -0.593751 -3.221707 5.509779
C: -0.808199 -4.282803 5.382532
C: 0.208477 -7.220866 -1.531721
H: 2.112366 0.111144 -6.399644
H: -3.095024 -9.920470 4.550632
C: -0.200289 3.282551 -4.089288
H: 0.747476 -2.401257 -2.467011
C: 3.906263 -1.050084 4.046104
H: -3.142265 -8.363135 0.128467
H: -8.571473 6.970414 0.384137
O: -3.916819 0.081287 0.206707
H: 2.592791 4.816634 -8.176008
H: -0.654012 -4.384840 4.308325
H: 1.807329 -3.395836 -0.616367
O: -8.762757 6.010001 -1.372012
O: -2.093629 -4.744884 5.681718
H: 5.309004 -2.073708 -0.181533
H: 3.731131 4.663944 -4.752411
H: 6.622025 -0.239189 -1.042535
H: -2.123482 -6.947750 0.341103
H: 3.743636 -1.382908 3.020980
C: 5.507977 -2.588966 -1.121221
H: -2.460018 1.084318 -1.833460
C: 3.339898 0.903814 5.298475
H: -0.633593 -7.822218 -1.189113
H: -1.888519 -8.642309 4.112556
H: 1.598145 5.627480 -3.923991
H: -10.332389 2.934011 1.044105
H: -0.808255 3.616715 0.192863
H: 1.415749 -1.579887 -4.683641
H: 2.501926 -5.282395 -4.870520
H: 0.678650 3.604649 1.237323
H: 1.117566 -7.374645 -0.950335
H: 4.993019 -0.998586 4.112504
H: -0.557650 -1.416559 2.634487
C: 1.110971 -3.141972 -3.179272
C: -9.349743 6.495732 -0.213419
H: -4.504314 -8.199107 2.989874
H: 2.699063 2.732536 4.294110
H: 0.187784 -3.646009 -3.465201
C: -3.536923 -6.692937 5.096757
H: 0.616381 3.075655 -0.451621
H: 1.388876 3.804296 -7.367180
C: 0.678464 6.234543 0.653247
C: -9.918861 5.230340 0.459914
C: 3.565064 7.415113 0.626184
H: 4.754564 -2.388375 -1.882952
H: -3.926604 -6.250670 4.179886
O: 0.540374 5.196759 -0.265347
O: 4.946642 6.604645 -1.382657
O: -8.916619 4.368268 0.947341
H: -10.394715 4.708098 -0.370105
O: 3.187792 0.145344 4.142474
H: 0.775134 7.148592 0.067355
H: 0.125387 3.707871 4.601998
O: -2.595253 -7.965281 2.078943
H: -3.821443 -1.243381 2.542930
H: 0.360781 -0.050997 0.157770
H: 1.643960 5.304044 2.397577
H: 2.822088 2.745954 6.066573
H: 4.469341 5.138055 -2.713476
C: 4.448475 1.094565 -2.087552
C: 4.913084 7.069870 -0.032605
O: -3.528608 -8.084110 5.218243
H: 2.959096 2.469434 -1.440708
H: 0.346411 3.567947 6.372819
H: 5.429014 6.439432 0.691592
H: -5.736190 1.483572 2.862466
C: 2.368363 1.168170 -6.472147
H: 5.537425 -3.677760 -1.079166
O: 3.221014 3.780373 -6.455092
O: -7.660767 1.816719 2.457649
C: -2.941704 -8.881002 4.260617
H: -6.372792 0.326497 1.634785
H: 3.506021 8.090597 1.479604
O: 1.801230 -3.441327 -5.494257
H: -1.373125 -6.690247 5.098831
C: -0.145631 -0.004833 1.121880
H: -4.218507 -6.348479 5.874507
H: -1.102693 0.233923 -2.661343
C: 0.259882 3.824790 0.255348
H: -0.051231 -4.775092 5.993058
H: -8.106004 1.928140 0.286009
H: -0.564218 -4.139401 -0.601938
C: -6.414764 1.344997 2.020783
C: 2.719069 -4.471533 -5.565823
H: 4.245255 2.098719 0.556216
H: 4.646399 0.399477 0.969231
H: 4.679970 1.902097 -2.782107
C: 1.847122 -2.542580 -4.409334
H: 2.861316 0.364370 6.115819
C: 3.012988 1.382963 -1.509794

Cartesian forces, eV/Å:
H 0.4 0.2 -0.2
O -0.9 -2.4 0.9
H -0.4 0.0 0.0
C -0.8 -0.2 1.9
H -0.2 -0.5 0.7
H -0.1 0.2 0.2
O 1.3 0.4 -0.2
H -0.5 0.7 0.2
C 0.4 -0.9 -0.1
H -0.2 0.5 -0.3
C -0.2 0.6 2.3
H -0.5 -0.7 0.7
O -1.6 0.0 -0.6
H 0.2 0.2 0.1
O -0.8 -0.1 0.6
H 0.2 -0.2 0.3
H 0.2 1.0 -0.1
C 0.1 -0.7 -0.8
H -0.7 -0.6 0.4
C 0.6 1.8 -2.3
C -2.3 -0.9 -0.3
C 0.0 -0.3 1.1
P 1.2 1.1 0.6
H -0.7 -0.6 0.1
H 0.0 0.0 0.1
H 0.5 0.3 1.7
C 1.1 -1.8 0.2
H -0.2 0.3 -0.2
O -0.9 2.7 -0.8
H 0.5 0.0 0.2
H 0.2 0.1 0.7
H 0.1 -0.7 0.3
C 0.5 0.2 0.0
H 0.3 0.4 0.2
C 0.4 -1.0 -0.1
C 0.9 -0.5 -0.1
H 0.1 0.9 0.1
H 0.1 -0.1 -0.1
C 0.3 -0.2 -0.3
H 0.4 0.1 -0.4
H -0.2 -0.7 0.6
H 0.4 0.4 0.2
H -0.7 -0.1 -1.4
H -0.8 0.5 0.5
C 1.9 0.1 1.6
C 1.2 -0.9 0.5
O 0.5 1.1 -0.5
C -1.8 0.8 -1.1
H 0.3 -0.1 -0.9
H 0.0 1.3 -1.4
C 2.2 -0.5 -0.5
H 0.8 -0.2 0.8
O -3.1 -1.0 0.4
H 0.0 0.2 0.2
H 0.2 -0.3 0.0
C -1.6 0.5 -1.4
H 0.2 -0.3 -0.5
O -1.2 2.0 -0.3
C 0.1 -1.1 -0.1
C -0.7 0.2 0.8
C 0.3 -0.6 0.1
H 0.1 -1.3 0.8
O 0.3 1.3 0.4
H -0.8 0.5 -0.3
C -0.3 -1.4 2.7
H -0.3 0.3 -0.3
C -0.7 0.5 -0.4
H 0.0 0.1 0.2
C -0.1 0.3 0.1
H -0.6 0.6 -0.7
O 1.0 0.5 -0.6
H 0.5 -0.2 -0.5
H -0.2 0.2 0.0
H -1.1 0.6 -0.2
H 0.5 -0.4 0.5
H -0.2 -0.7 -0.4
O 0.6 -0.2 0.2
H -0.4 -0.5 0.2
C -0.5 0.0 -0.3
H -0.5 1.2 0.3
H 0.0 -0.5 -0.2
H -0.4 0.2 0.2
H -0.4 -0.4 -0.5
C 0.6 -0.8 0.3
H -0.2 1.2 -0.5
H 0.8 -0.2 -0.4
H 1.3 -0.1 -0.7
C 0.1 -0.3 -0.8
H 0.1 0.3 0.1
O -0.3 -1.6 1.1
H 0.2 0.1 -1.0
H 0.0 0.6 0.1
O -1.9 2.4 -0.3
H -0.6 0.6 0.5
H 0.2 0.0 1.0
H -1.0 0.3 0.6
C 0.6 0.1 -0.8
C 0.1 -1.2 -0.4
H -0.7 0.0 0.0
H 0.1 0.2 0.2
C 1.0 -0.3 0.3
H 0.4 0.6 0.2
C 0.1 -1.2 -0.4
H 0.2 -0.4 -0.1
H -0.1 0.2 0.4
O 0.9 -1.1 0.4
H 0.3 0.2 -0.1
H 0.5 -0.6 -0.2
H 0.0 0.1 0.4
O 0.6 1.0 -1.6
O -0.7 0.4 -0.7
H -0.4 -0.2 0.1
H -0.2 -0.3 0.4
H 0.1 0.1 0.4
H 0.2 -0.1 0.5
H -0.2 -0.2 0.0
C 0.8 -0.4 -0.7
H 0.2 0.1 0.0
C -2.1 0.4 0.2
H 0.0 0.0 0.8
H 0.3 -0.3 0.3
H 0.2 0.3 0.1
H -0.3 -0.2 0.0
H -0.3 0.5 0.7
H -0.5 -0.2 -0.3
H 0.4 0.5 1.5
H -0.1 0.3 0.0
H 0.0 0.0 0.3
H 0.3 0.7 0.4
H -0.3 -0.6 -0.3
C 0.7 -0.1 0.0
C 0.3 -1.8 2.1
H -0.2 0.8 -0.6
H -0.1 0.2 -0.1
H 0.0 -0.2 -0.6
C -0.4 0.9 1.1
H 0.8 0.4 -0.1
H -0.3 0.0 -0.3
C -0.7 1.1 0.9
C -1.0 -0.4 -1.2
C -0.7 -1.1 -0.7
H 0.0 0.4 0.1
H 0.3 -0.4 -0.5
O 0.2 -2.3 0.3
O -1.3 0.2 0.2
O 0.6 -0.8 1.7
H 0.1 -0.2 -0.7
O 0.1 0.0 -0.8
H 0.8 -0.1 -0.4
H 1.3 0.4 -0.3
O 1.7 0.0 0.9
H -0.2 0.2 -0.9
H 0.1 -0.2 -0.4
H 0.6 -1.1 -0.8
H -0.6 0.5 0.2
H -0.1 0.4 -0.1
C -1.0 0.6 -0.1
C 0.0 1.3 0.0
O -1.0 -0.1 0.9
H -0.5 0.1 0.3
H 0.3 -0.2 0.0
H 0.3 -0.4 -0.3
H 0.1 -0.5 0.1
C -0.4 -0.9 -1.3
H -0.1 0.0 0.7
O -1.0 1.8 1.0
O 0.5 0.0 -1.7
C 0.1 0.3 -2.6
H -0.2 -0.1 0.0
H 1.1 0.0 0.4
O -1.6 0.6 -1.4
H 0.2 0.7 -1.2
C 2.4 0.9 -1.6
H -0.4 -0.1 -0.1
H 0.0 0.3 0.0
C -0.2 1.1 -1.0
H 0.2 -0.4 -0.2
H 0.6 -0.5 0.3
H -0.3 0.0 -0.9
C 1.2 1.1 0.7
C 0.1 -1.5 0.8
H 0.2 0.1 0.2
H 0.3 0.0 -0.3
H 0.1 -0.1 -0.6
C 0.1 -1.0 0.5
H 0.4 -0.2 0.5
C 3.1 -1.7 0.5

Summary:
Total charge: 0
SMILES: CCOP(=O)(OCC)OCC.COCCOCCOC.COCCOCCOC.COCCOCCOC.COCCOCCOC.COCCOCCOC.COCCOCCOC.COCCOCCOC
LUMO: 0.45 eV
HOMO energy: -9.2 eV
Energy above the lowest of the compared OMol25 structures with the same formula, charge and spin: 165.4 kcal per mole